Entry 1:
ORCA calculation (wB97M-V/def2-TZVPD) on a cluster of 2 separate species, C6H15Cl2N2 in total in a non-equilibrium geometry.

Results
HOMO-LUMO gap = 10.4 eV
Net charge = +1
Relative energy (zero: lowest compared OMol25 entry of this formula, charge and spin) = 93.7 kcal/mol
Calculated total energy = -34480.742 eV

The geometry in XYZ format:
```
25
C6H15Cl2N2 | OMol25 | wB97M-V/def2-TZVPD
C 1.47848 -1.67637 -1.26377
C 2.11324 0.44636 -0.06298
C 0.00784 -0.96523 0.61533
C 1.47629 -0.98303 0.14697
C -2.10075 0.24421 0.41207
C -1.90466 3.13767 1.40289
N -3.06747 -0.29382 -0.33589
N -0.74421 0.05952 -0.18645
Cl -2.55348 2.95580 -0.27418
Cl -0.10945 2.83996 1.31920
H 2.46254 -2.03507 -1.42394
H 1.22563 -1.06862 -2.16484
H 0.78163 -2.56192 -1.28629
H 1.63930 1.31908 0.70130
H 3.19307 0.34122 0.01950
H 1.89438 0.78541 -1.06451
H -0.49237 -1.88301 0.57535
H -0.21420 -0.71384 1.68109
H 2.18234 -1.28177 0.98927
H -2.26043 2.40486 2.05857
H -2.09485 4.13444 1.54402
H -3.16036 -0.66717 -1.28394
H -4.03751 -0.11677 -0.03219
H -0.78760 -0.20348 -1.13639
H -0.14155 0.83990 0.03004
```

---

Entry 2:
ORCA calculation (wB97M-V/def2-TZVPD) on a structure of composition C6H15CsNO2 in a non-equilibrium geometry.

Results
HOMO-LUMO gap = 9.4 eV
Net charge = +1
Relative energy (zero: lowest compared OMol25 entry of this formula, charge and spin) = 0.4 kcal/mol
Calculated total energy = -12591.751 eV

The geometry in XYZ format:
```
25
C6H15CsNO2 | OMol25 | wB97M-V/def2-TZVPD
Cs 0.61290 -2.19183 2.28664
C 2.78841 1.35164 2.82496
O 1.67123 0.69372 2.35195
C 0.77317 1.55111 1.59774
C -0.53067 0.80658 1.27806
N -0.22081 -0.03403 0.12676
C -1.39365 -0.75686 -0.29913
C -1.06157 -1.50089 -1.60590
O -1.23784 -0.47392 -2.60084
C -1.11270 -1.07890 -3.91706
H 3.45617 0.69614 3.38401
H 2.52851 2.15500 3.51428
H 3.37927 1.67882 1.96943
H 1.20029 1.92299 0.66641
H 0.41479 2.38933 2.19528
H -1.29589 1.51749 0.96640
H -0.98220 0.30173 2.13208
H -0.05543 0.53994 -0.68767
H -2.28439 -0.13856 -0.41042
H -1.67625 -1.45830 0.48587
H -1.76974 -2.29994 -1.82527
H -0.05528 -1.91978 -1.60866
H -1.05869 -0.25672 -4.63064
H -1.87302 -1.79771 -4.22257
H -0.21659 -1.69706 -3.97172
```

---

Entry 3:
ORCA calculation (wB97M-V/def2-TZVPD) on a structure of composition C6H15FN3O3PtTi in a non-equilibrium geometry.

Results
Spin multiplicity = 6
HOMO-LUMO gap (alpha / beta) = 7.0 / 3.2 eV
Net charge = +2
Calculated total energy = -46133.582 eV
<S²> = 8.774

The geometry in XYZ format:
```
30
C6H15FN3O3PtTi | OMol25 | wB97M-V/def2-TZVPD
Pt 3.03053 0.21171 0.47474
Ti -1.27200 1.09331 0.31708
F 0.93228 -0.00413 -0.00726
O 1.54578 0.90949 -3.64866
C 0.30931 0.94462 -3.65701
N -0.35668 0.74381 -2.54250
C -0.50071 0.95070 -4.98666
H -1.36499 0.69480 -2.57412
H 0.10470 0.57655 -1.65976
H 0.07474 1.49069 -5.73857
H -1.43827 1.50488 -4.94250
H -0.75591 -0.01292 -5.42759
O -0.05237 -4.73004 1.33343
C -0.83838 -3.83163 1.19947
N -0.66986 -2.59856 0.83422
C -2.32617 -4.18525 1.07106
H 0.23139 -2.22718 0.56978
H -1.44385 -1.94969 0.83544
H -2.71981 -4.70674 1.94353
H -2.54626 -4.77546 0.18150
H -2.94972 -3.30603 0.90898
O 2.31087 1.25413 2.24162
C 1.73097 2.28890 2.47613
N 0.74961 2.65806 1.59073
C 1.88569 2.85927 3.85930
H -0.09641 3.00157 2.02241
H 0.51518 2.03313 0.83270
H 2.94469 2.86874 4.11724
H 1.37278 2.34572 4.67249
H 1.59287 3.89744 3.70264
```

---

Question: What is the calculated total energy in the second record?
Answer: -12591.751 eV